1.
Below is C4H7N3 in the gas phase at a distorted geometry, with properties calculated with the ωB97M-V functional and the def2-TZVPD basis.

Structure (XYZ):
```
14
Properties=species:S:1:pos:R:3:forces:R:3:lowdin_charge:R:1
C -1.41159 1.12056 -1.54283 0.34 -0.41 1.18 -0.30
C 1.10748 -0.10934 0.72393 2.23 -0.33 1.11 -0.22
C 0.27400 -1.33960 0.33044 0.33 -3.09 0.21 -0.23
C 0.36988 1.12698 0.33801 -2.30 0.53 -2.44 -0.10
N -2.03412 1.75900 -2.28820 0.33 -0.43 0.24 0.12
N -0.99628 -0.80192 -0.04966 -0.32 1.40 1.21 -0.04
N -0.64572 0.45038 -0.65409 0.43 1.49 -0.65 -0.14
H 1.27603 -0.08094 1.80132 -0.13 -0.21 0.08 0.10
H 2.15686 -0.04454 0.32001 -1.16 -0.62 -0.01 0.12
H 0.72222 -1.96201 -0.53436 -0.18 1.03 1.26 0.13
H 0.08099 -2.10075 1.21767 0.63 1.62 -1.69 0.14
H -0.26827 1.55592 1.21204 1.44 -0.18 -1.69 0.14
H 1.02873 1.81353 -0.35877 -1.67 -0.85 1.95 0.16
H -1.66020 -1.38727 -0.51550 0.03 0.07 -0.75 0.12
```
Positions in Å, forces in eV/Å.

Values from the calculation:
LUMO	0.74	eV
frontier orbital gap	8.98	eV
SMILES	N#CN1CCCN1
HOMO energy	-8.2	eV
multiplicity	1
total charge	0



2.
Below is 2 unconnected molecules or ions with the total composition C4H7ClFNO at a distorted geometry, with properties calculated with the ωB97M-V functional and the def2-TZVPD basis.

Structure (XYZ):
```
15
Properties=species:S:1:pos:R:3:forces:R:3:lowdin_charge:R:1
C -1.21106 1.66075 0.36439 1.54 0.66 0.14 -0.34
C 0.59711 -0.81267 0.19534 -0.41 -3.03 1.58 -0.09
C -0.49998 -1.13756 -0.84850 -0.71 1.46 0.63 -0.14
C -1.87343 -0.59296 -0.46048 -0.33 0.39 2.34 -0.26
N -0.48321 2.48932 0.75555 -1.38 -1.46 -0.46 0.16
O -2.03228 0.83366 -0.19751 -0.01 0.10 -0.27 0.05
F -2.30077 -1.20490 0.75108 0.56 0.40 -1.29 0.00
Cl 3.85419 2.06508 0.64514 0.15 0.11 0.06 0.25
H 0.32241 -1.15338 1.25338 -0.18 0.49 -1.45 0.11
H 1.00183 0.13742 0.32467 0.04 1.98 -0.40 0.02
H 1.46975 -1.44145 0.02461 0.03 -0.15 -0.45 0.07
H -0.70840 -2.22352 -0.85534 0.51 0.47 -0.53 0.13
H -0.30818 -0.66353 -1.83988 0.20 -0.87 0.51 0.13
H -2.69144 -0.70949 -1.15774 0.16 -0.45 -0.34 0.15
H 4.86344 2.75322 1.04531 -0.16 -0.12 -0.06 -0.25
```
Positions in Å, forces in eV/Å.

Values from the calculation:
LUMO	0.67	eV
frontier orbital gap	11.66	eV
SMILES	CC[C@@H](F)OC#N.Cl
HOMO energy	-11.0	eV
multiplicity	1
total charge	0



Q: Look up the multiplicity of the first one.
A: 1



Q: total charge of number 1 (C4H7N3)?
A: 0